Computed, not measured: 4 unconnected molecules or ions with the total composition C18H44NO9P2 in a non-equilibrium geometry, with the ωB97M-V functional and the def2-TZVPD basis.

Cartesian coordinates (Å):
C1 1.739 -0.565 5.522
C2 0.389 -1.199 5.139
P1 -0.451 -0.098 3.894
C3 -0.912 -1.202 2.487
C4 -2.154 0.326 4.532
C5 -2.283 0.939 5.958
O1 -2.803 2.245 5.846
P2 -2.208 2.864 4.344
O2 -1.353 3.357 2.741
C6 -0.110 3.504 2.832
N1 1.031 3.710 2.912
O3 -2.632 1.305 3.649
H1 1.667 0.520 5.503
H2 2.088 -0.897 6.498
H3 2.468 -0.819 4.753
H4 -0.223 -1.389 6.022
H5 0.592 -2.162 4.667
H6 -1.145 -0.534 1.662
H7 -0.091 -1.865 2.235
H8 -1.823 -1.765 2.708
H9 -2.743 -0.595 4.485
H10 -1.376 0.854 6.565
H11 -3.057 0.375 6.489
H12 -3.460 3.301 3.856
H13 -1.867 4.152 4.892
H14 -0.922 2.409 4.770
C7 -6.717 0.224 1.350
O4 -7.013 1.143 0.313
C8 -7.443 2.407 0.791
C9 -6.325 3.428 0.778
O5 -5.314 3.090 1.697
C10 -4.160 2.506 1.103
H15 -6.205 -0.624 0.898
H16 -6.065 0.666 2.107
H17 -7.639 -0.133 1.825
H18 -7.845 2.317 1.805
H19 -8.251 2.746 0.133
H20 -6.737 4.399 1.078
H21 -5.919 3.531 -0.235
H22 -3.583 3.270 0.570
H23 -4.435 1.707 0.407
H24 -3.542 2.088 1.895
C11 2.137 -0.917 -0.176
O6 1.086 -1.840 -0.418
C12 0.282 -1.502 -1.533
C13 0.621 -2.340 -2.745
O7 1.926 -2.067 -3.235
C14 2.877 -3.042 -2.847
H25 2.803 -1.369 0.557
H26 2.702 -0.704 -1.087
H27 1.744 0.016 0.238
H28 0.377 -0.437 -1.769
H29 -0.759 -1.693 -1.254
H30 -0.084 -2.100 -3.547
H31 0.515 -3.403 -2.507
H32 2.719 -3.972 -3.406
H33 2.826 -3.250 -1.776
H34 3.868 -2.658 -3.088
C15 3.887 -1.476 -6.211
O8 5.028 -2.266 -5.914
C16 5.903 -2.440 -7.012
C17 7.108 -1.531 -6.921
O9 6.750 -0.165 -7.046
C18 6.694 0.521 -5.808
H35 3.401 -1.229 -5.268
H36 4.158 -0.550 -6.724
H37 3.183 -2.043 -6.829
H38 5.376 -2.272 -7.957
H39 6.246 -3.480 -6.995
H40 7.791 -1.765 -7.744
H41 7.638 -1.706 -5.979
H42 7.701 0.691 -5.413
H43 6.105 -0.027 -5.070
H44 6.222 1.485 -5.990

F_max, eV/A: 1.60
Net charge: -1
Highest occupied orbital energy, Ha: -0.1725
Energy above the lowest of the compared OMol25 structures with the same formula, charge and spin, kJ/mol: 257.4
LUMO energy, eV: 2.2
Orbital gap, eV: 6.89

---

Computed, not measured: 3 unconnected molecules or ions with the total composition C19H30BrN2O10PS2 in a non-equilibrium geometry, with the ωB97M-V functional and the def2-TZVPD basis.

Cartesian coordinates (Å):
C1 5.233 -3.416 -0.462
C2 4.338 -2.486 -1.479
O1 3.811 -3.119 -2.560
O2 4.046 -1.058 -1.279
C3 2.871 -0.988 -0.350
C4 2.120 0.434 -0.667
C5 0.884 0.326 -1.759
N1 -0.018 -0.831 -1.382
C6 -0.049 -1.963 -2.392
O3 0.752 -2.272 -3.417
C7 -1.393 -2.842 -2.063
C8 -1.850 -4.366 -2.459
Br1 -0.633 -5.507 -3.567
C9 -3.352 -4.843 -1.901
C10 -4.328 -3.833 -1.033
C11 -3.826 -2.297 -0.634
P1 -4.893 -1.081 0.385
N2 -6.017 -1.989 1.173
C12 -2.341 -1.849 -1.166
C13 -1.461 -0.478 -0.987
O4 -1.890 0.724 -0.587
H1 4.590 -4.071 0.270
H2 5.919 -2.733 0.233
H3 5.942 -4.136 -1.067
H4 2.236 -1.947 -0.570
H5 3.300 -1.049 0.744
H6 1.759 0.985 0.307
H7 2.933 1.145 -1.160
H8 0.317 1.375 -1.819
H9 1.400 0.187 -2.819
H10 -3.722 -5.924 -2.152
H11 -5.386 -4.209 -0.691
H12 -5.571 -0.124 -0.474
H13 -4.010 -0.427 1.322
H14 -6.974 -1.667 0.910
O5 -1.375 5.765 -3.409
S1 -2.247 4.698 -2.965
O6 -2.894 3.796 -3.893
O7 -3.376 5.318 -1.965
C14 -4.168 6.404 -2.423
C15 -5.259 5.934 -3.367
C16 -1.384 3.730 -1.752
H15 -3.544 7.173 -2.890
H16 -4.631 6.856 -1.540
H17 -4.835 5.561 -4.304
H18 -5.942 6.754 -3.608
H19 -5.831 5.114 -2.922
H20 -0.934 4.401 -1.018
H21 -0.606 3.162 -2.266
H22 -2.091 3.048 -1.276
O8 4.993 -1.830 3.777
S2 3.620 -1.575 4.157
O9 2.726 -0.794 3.330
O10 3.593 -0.973 5.672
C17 4.375 0.176 5.962
C18 3.716 1.441 5.445
C19 2.836 -3.126 4.520
H23 5.390 0.067 5.565
H24 4.460 0.237 7.052
H25 3.699 1.457 4.351
H26 4.257 2.327 5.788
H27 2.677 1.504 5.785
H28 3.481 -3.702 5.185
H29 2.694 -3.661 3.578
H30 1.868 -2.932 4.987

F_max, eV/A: 8.91
Highest occupied orbital energy, Ha: -0.3230
Energy above the lowest of the compared OMol25 structures with the same formula, charge and spin, kJ/mol: 1166.4
LUMO energy, eV: -1.7
SMILES: CC(=O)OCCCN1C(=O)c2c(Br)ccc([PH2]=N)c2C1=O.CCOS(C)(=O)=O.CCOS(C)(=O)=O
Orbital gap, eV: 7.09

---

Computed, not measured: a single C7H12N2O2 molecule in a non-equilibrium geometry, with the ωB97M-V functional and the def2-TZVPD basis.

Cartesian coordinates (Å):
C1 0.877 -1.391 0.839
C2 0.284 0.494 -2.146
C3 -0.285 1.274 0.059
C4 2.138 1.133 -0.526
C5 -2.654 -0.905 2.000
C6 0.884 -1.026 -0.433
C7 0.730 0.537 -0.762
N1 0.481 -1.700 1.956
N2 -1.775 -1.557 1.390
O1 -0.786 -2.169 2.231
O2 -1.708 -1.660 0.188
H1 -0.698 0.055 -2.371
H2 0.961 -0.045 -2.655
H3 0.337 1.510 -2.521
H4 -0.413 2.362 -0.389
H5 -1.215 0.810 0.218
H6 0.153 1.466 0.943
H7 2.266 2.056 -1.188
H8 2.162 1.230 0.603
H9 2.932 0.346 -0.713
H10 -3.377 -0.480 1.402
H11 -2.584 -0.633 3.070
H12 1.288 -1.706 -1.195

F_max, eV/A: 4.18
Highest occupied orbital energy, Ha: -0.3198
Energy above the lowest of the compared OMol25 structures with the same formula, charge and spin, kJ/mol: 891.4
LUMO energy, eV: 0.8
SMILES: C=[N+]([O-])ON=C=CC(C)(C)C
Orbital gap, eV: 9.52

---

Computed, not measured: 4 unconnected molecules or ions with the total composition C3H12BrO3 in a non-equilibrium geometry, with the ωB97M-V functional and the def2-TZVPD basis.

Cartesian coordinates (Å):
Br1 -1.193 12.363 9.203
C1 0.655 11.995 5.704
O1 -0.725 12.237 5.770
H1 0.889 11.029 6.183
H2 1.009 11.998 4.679
H3 1.237 12.698 6.319
H4 -1.005 12.104 6.693
C2 -4.508 10.731 8.405
O2 -3.329 10.232 7.811
H5 -4.939 11.583 7.870
H6 -5.227 9.904 8.418
H7 -4.313 11.010 9.446
H8 -2.559 10.713 8.184
C3 3.202 11.815 8.802
O3 2.084 11.440 9.574
H9 3.124 11.448 7.779
H10 3.359 12.900 8.793
H11 4.084 11.421 9.311
H12 1.298 11.568 9.011

F_max, eV/A: 1.47
Net charge: -1
Highest occupied orbital energy, Ha: -0.1763
Energy above the lowest of the compared OMol25 structures with the same formula, charge and spin, kJ/mol: 21.2
LUMO energy, eV: 3.6
Orbital gap, eV: 8.36

---

Computed, not measured: a molecular structure, C11H33Ag2N6O5 in a non-equilibrium geometry, with the ωB97M-V functional and the def2-TZVPD basis.

Cartesian coordinates (Å):
Ag1 -1.743 -0.118 4.468
Ag2 0.428 2.009 3.079
C1 -1.177 -0.436 1.169
O1 -0.541 -0.226 2.439
H1 -1.670 -1.407 1.138
H2 -1.797 0.446 1.007
H3 -0.436 -0.408 0.360
C2 1.723 -2.044 -2.029
C3 2.694 -3.173 -1.668
C4 2.102 -4.429 -1.052
O2 2.646 -4.819 0.183
C5 2.349 -6.166 0.449
N1 3.490 -3.457 -2.853
H4 0.874 -2.203 -2.689
H5 2.256 -1.115 -2.249
H6 1.253 -1.671 -1.102
H7 3.382 -2.724 -0.928
H8 2.184 -5.206 -1.824
H9 1.013 -4.274 -1.008
H10 1.285 -6.379 0.323
H11 2.689 -6.404 1.461
H12 2.972 -6.859 -0.135
H13 4.297 -4.041 -2.631
H14 3.961 -2.620 -3.185
C6 -4.801 4.858 -4.648
C7 -5.026 3.940 -3.448
C8 -3.699 3.559 -2.819
O3 -3.894 2.893 -1.584
C9 -2.802 2.078 -1.224
N2 -5.911 4.643 -2.456
H15 -4.416 5.800 -4.257
H16 -5.797 5.037 -5.065
H17 -4.294 4.447 -5.519
H18 -5.558 3.035 -3.760
H19 -3.163 4.506 -2.672
H20 -3.194 2.981 -3.603
H21 -3.129 1.560 -0.321
H22 -1.935 2.692 -0.945
H23 -2.490 1.351 -1.978
H24 -5.871 4.031 -1.643
H25 -5.304 5.412 -2.151
C10 1.457 0.082 5.578
O4 1.229 1.130 4.961
N3 0.897 -1.092 5.069
N4 2.139 -0.055 6.732
H26 0.681 -0.967 4.081
H27 1.033 -1.971 5.532
H28 2.517 0.690 7.287
H29 2.362 -1.008 6.946
C11 2.764 1.292 0.864
O5 2.032 1.703 -0.039
N5 2.285 0.450 1.839
N6 4.109 1.466 0.863
H30 1.371 0.026 1.720
H31 2.995 0.204 2.506
H32 4.421 2.126 0.169
H33 4.760 0.819 1.262

F_max, eV/A: 2.64
Net charge: +1
Highest occupied orbital energy, Ha: -0.3997
Energy above the lowest of the compared OMol25 structures with the same formula, charge and spin, kJ/mol: 0.0
LUMO energy, eV: -4.9
Orbital gap, eV: 5.98